{
  "formula": "C42H62Cl3MnN2OP2Si",
  "method": "ωB97M-V/def2-TZVPD",
  "max_force_ha_per_bohr": 0.0210,
  "gap_ev": [7.8, 7.9],
  "total_charge": 2,
  "multiplicity": 5,
  "s2": 6.325,
  "e_tot_ev": -144920.800,
  "species": ["Mn", "C", "Si", "C", "C", "C", "C", "C", "C", "P", "C", "C", "C", "C", "C", "C", "C", "C", "C", "C", "C", "C", "C", "C", "C", "C", "C", "C", "P", "C", "C", "C", "C", "C", "C", "C", "C", "C", "C", "C", "C", "H", "H", "H", "H", "H", "H", "H", "H", "H", "H", "H", "H", "H", "H", "H", "H", "H", "H", "H", "H", "H", "H", "H", "H", "H", "H", "H", "H", "H", "H", "H", "H", "H", "H", "H", "H", "H", "H", "H", "H", "H", "H", "H", "H", "H", "H", "H", "H", "H", "H", "H", "H", "H", "H", "H", "Cl", "C", "Cl", "Cl", "C", "N", "C", "N", "C", "C", "O", "H", "H", "H", "H", "H", "H", "H"],
  "xyz": [[0.824, 0.858, -0.882], [-1.103, 1.403, -4.104], [-0.919, 0.341, -2.577], [-2.489, 0.258, -1.558], [-3.559, -0.508, -2.023], [-4.738, -0.596, -1.302], [-4.863, 0.097, -0.107], [-3.819, 0.876, 0.363], [-2.622, 0.961, -0.352], [-1.151, 1.916, 0.151], [-1.221, 3.737, -0.168], [-1.313, 4.109, -1.647], [-2.737, 4.009, -2.190], [-3.693, 4.865, -1.366], [-3.647, 4.473, 0.107], [-2.225, 4.561, 0.652], [-0.828, 1.824, 1.973], [-0.037, 0.541, 2.271], [0.000, 0.238, 3.764], [-1.407, -0.071, 4.300], [-2.488, 0.577, 3.429], [-2.024, 1.948, 2.948], [-0.418, -1.382, -3.148], [-0.761, -1.789, -4.441], [-0.512, -3.080, -4.883], [0.091, -3.992, -4.032], [0.452, -3.606, -2.751], [0.212, -2.308, -2.303], [0.741, -1.779, -0.636], [-0.199, -2.938, 0.444], [0.211, -2.998, 1.916], [-0.550, -4.121, 2.619], [-2.055, -3.894, 2.514], [-2.493, -3.759, 1.060], [-1.705, -2.672, 0.332], [2.546, -2.223, -0.586], [2.967, -3.698, -0.354], [3.712, -3.900, 0.963], [4.987, -3.058, 1.022], [4.779, -1.663, 0.408], [3.304, -1.278, 0.358], [-1.957, 1.032, -4.675], [-0.220, 1.328, -4.740], [-1.296, 2.451, -3.897], [-3.466, -1.060, -2.951], [-5.556, -1.202, -1.666], [-5.779, 0.035, 0.464], [-3.956, 1.411, 1.289], [-0.212, 4.001, 0.181], [-0.611, 3.508, -2.234], [-0.976, 5.147, -1.742], [-3.077, 2.968, -2.172], [-2.752, 4.325, -3.235], [-4.708, 4.775, -1.752], [-3.411, 5.918, -1.467], [-4.033, 3.456, 0.218], [-4.300, 5.119, 0.694], [-2.185, 4.301, 1.709], [-1.895, 5.603, 0.588], [-0.170, 2.688, 2.127], [0.978, 0.627, 1.870], [-0.509, -0.293, 1.740], [0.424, 1.100, 4.286], [0.675, -0.597, 3.960], [-1.494, 0.292, 5.325], [-1.569, -1.150, 4.343], [-3.420, 0.669, 3.988], [-2.709, -0.062, 2.568], [-1.690, 2.523, 3.816], [-2.839, 2.528, 2.519], [-1.234, -1.095, -5.121], [-0.793, -3.373, -5.885], [0.280, -5.004, -4.363], [0.927, -4.333, -2.109], [0.005, -3.924, 0.003], [-0.052, -2.060, 2.408], [1.287, -3.127, 2.032], [-0.243, -4.174, 3.665], [-0.287, -5.082, 2.166], [-2.315, -2.978, 3.056], [-2.597, -4.706, 2.998], [-3.560, -3.542, 0.998], [-2.338, -4.712, 0.544], [-1.926, -1.694, 0.778], [-2.017, -2.619, -0.714], [2.848, -1.955, -1.608], [3.633, -3.991, -1.170], [2.119, -4.380, -0.406], [3.953, -4.956, 1.086], [3.064, -3.645, 1.802], [5.791, -3.570, 0.492], [5.312, -2.968, 2.058], [5.167, -1.642, -0.616], [5.349, -0.916, 0.963], [3.203, -0.246, 0.002], [2.867, -1.301, 1.364], [5.286, -0.434, -3.606], [3.677, -0.292, -4.320], [3.014, -1.876, -4.724], [3.672, 0.793, -5.704], [2.786, 0.279, -3.293], [2.053, 0.678, -2.504], [4.143, 2.041, 2.030], [3.580, 3.249, 1.434], [4.113, 4.559, 1.827], [2.636, 3.172, 0.526], [2.141, 2.102, 0.113], [4.499, 2.278, 3.029], [4.974, 1.674, 1.427], [3.377, 1.273, 2.091], [5.057, 4.405, 2.341], [3.425, 5.069, 2.499], [4.298, 5.170, 0.947], [2.289, 4.134, 0.134]],
  "forces_ev_per_angstrom": [[-0.357, 0.139, 0.671], [0.039, -0.014, 0.065], [-0.054, -0.116, -0.071], [-0.047, -0.007, -0.032], [0.012, 0.011, 0.004], [0.018, 0.005, -0.005], [-0.010, 0.015, 0.028], [0.026, 0.047, 0.011], [0.014, -0.022, 0.020], [-0.124, 0.076, -0.023], [0.045, 0.007, 0.137], [0.044, -0.029, -0.069], [-0.009, -0.036, -0.052], [-0.002, 0.028, -0.013], [-0.035, -0.016, 0.026], [0.027, 0.028, -0.012], [-0.018, -0.003, -0.011], [-0.037, -0.059, -0.110], [0.040, 0.033, 0.020], [-0.030, -0.008, 0.030], [-0.022, -0.034, 0.007], [0.007, 0.040, -0.011], [-0.048, 0.000, -0.012], [0.014, 0.000, 0.017], [-0.005, 0.021, -0.007], [0.012, -0.017, 0.002], [0.000, 0.018, 0.017], [-0.002, 0.018, 0.013], [0.241, 0.073, -0.129], [-0.020, -0.034, -0.002], [0.030, 0.072, 0.039], [0.006, 0.007, 0.029], [-0.006, 0.001, 0.007], [-0.020, -0.029, -0.017], [-0.003, 0.007, -0.021], [0.014, -0.001, -0.044], [-0.029, -0.040, -0.048], [0.017, -0.011, 0.023], [0.031, -0.021, 0.008], [0.032, 0.043, -0.010], [-0.032, 0.063, 0.009], [-0.041, -0.021, -0.035], [0.038, 0.003, -0.025], [-0.008, 0.028, 0.034], [0.007, -0.019, -0.033], [-0.033, -0.022, -0.018], [-0.024, 0.002, 0.012], [0.014, 0.023, 0.002], [-0.032, -0.005, 0.002], [-0.019, 0.002, 0.005], [-0.007, 0.011, -0.005], [0.004, 0.011, -0.004], [-0.003, 0.006, -0.008], [-0.016, -0.013, -0.001], [0.002, 0.025, -0.005], [-0.006, 0.007, 0.005], [-0.001, 0.014, 0.000], [0.012, -0.002, 0.005], [0.005, 0.007, -0.007], [0.009, -0.029, -0.010], [0.036, -0.005, -0.005], [0.025, 0.065, 0.054], [0.008, 0.023, 0.003], [0.023, 0.010, 0.019], [0.000, -0.007, 0.003], [0.008, -0.006, -0.010], [-0.013, 0.004, 0.013], [0.012, -0.012, 0.025], [0.001, 0.003, -0.001], [-0.035, -0.029, -0.019], [-0.035, 0.049, -0.041], [-0.011, -0.004, -0.033], [0.005, -0.028, -0.012], [0.037, -0.023, 0.050], [-0.034, 0.038, -0.007], [0.049, -0.014, -0.010], [-0.055, -0.032, -0.044], [-0.004, -0.002, 0.012], [0.007, -0.020, -0.014], [-0.014, 0.010, -0.001], [-0.008, -0.020, 0.006], [-0.014, 0.011, 0.004], [-0.001, -0.011, -0.005], [-0.048, -0.004, -0.019], [0.021, -0.010, -0.003], [0.014, -0.010, 0.052], [-0.024, -0.030, -0.018], [-0.045, 0.001, 0.064], [0.006, -0.007, -0.016], [0.049, -0.009, 0.005], [0.011, -0.007, -0.001], [0.001, -0.006, 0.016], [-0.012, 0.004, -0.015], [0.004, 0.011, 0.002], [-0.003, 0.008, 0.024], [0.004, -0.030, 0.009], [-0.033, 0.007, -0.038], [-0.045, 0.055, 0.109], [0.011, 0.022, -0.014], [0.007, -0.049, 0.030], [-0.320, 0.131, 0.151], [0.763, -0.227, -0.729], [-0.029, -0.033, 0.061], [-0.093, -0.006, -0.131], [0.036, 0.020, 0.019], [-0.008, 0.101, -0.002], [0.017, -0.223, 0.042], [-0.006, -0.020, -0.001], [0.015, -0.005, 0.015], [0.012, -0.018, -0.012], [0.012, 0.025, -0.030], [0.029, 0.006, 0.022], [-0.025, 0.030, 0.020], [0.031, -0.010, 0.000]]
}

=====

{
  "formula": "C42H43ClN8OPbSi2",
  "method": "ωB97M-V/def2-TZVPD",
  "max_force_ha_per_bohr": 0.0287,
  "gap_ev": 6.6,
  "e_tot_ev": -91747.980,
  "e_above_lowest_kj_mol": 66.8,
  "species": ["Pb", "Cl", "C", "C", "C", "C", "O", "C", "C", "N", "C", "C", "C", "C", "C", "C", "C", "C", "N", "C", "C", "H", "H", "H", "H", "H", "H", "H", "H", "H", "H", "N", "C", "N", "C", "N", "N", "C", "C", "C", "C", "C", "C", "N", "C", "C", "C", "C", "C", "C", "H", "H", "H", "H", "H", "H", "H", "H", "H", "H", "H", "C", "Si", "C", "C", "C", "C", "C", "C", "C", "C", "N", "Si", "C", "C", "C", "H", "H", "H", "H", "H", "H", "H", "H", "H", "H", "H", "H", "H", "H", "H", "H", "H", "H", "H", "H", "H", "H"],
  "xyz": [[0.235, -0.080, 0.246], [7.996, -1.229, -0.698], [6.262, -0.994, -0.789], [5.578, -1.300, -1.986], [4.223, -1.144, -2.063], [3.435, -0.684, -0.953], [2.162, -0.564, -1.089], [4.160, -0.351, 0.237], [3.579, 0.173, 1.441], [2.336, 0.299, 1.779], [2.061, 0.738, 3.105], [2.904, 0.527, 4.166], [2.620, 1.020, 5.461], [1.478, 1.713, 5.708], [0.535, 1.885, 4.668], [-0.708, 2.523, 4.884], [-1.617, 2.601, 3.878], [-1.295, 2.031, 2.629], [-0.146, 1.446, 2.375], [0.798, 1.373, 3.375], [5.571, -0.515, 0.275], [6.145, -1.655, -2.842], [3.685, -1.378, -2.977], [4.329, 0.517, 2.157], [3.811, -0.046, 4.018], [3.328, 0.837, 6.261], [1.257, 2.106, 6.698], [-0.923, 2.935, 5.867], [-2.582, 3.078, 4.019], [-2.012, 2.053, 1.816], [6.103, -0.271, 1.191], [-3.822, -1.924, -2.655], [-2.530, -1.716, -2.300], [-1.941, -2.208, -1.261], [-2.700, -3.096, -0.438], [-2.219, -3.826, 0.482], [-0.880, -3.957, 0.689], [-0.398, -3.491, 1.744], [1.036, -3.694, 2.126], [1.393, -3.523, 3.456], [2.726, -3.670, 3.824], [3.661, -3.965, 2.851], [3.214, -4.122, 1.542], [1.932, -3.999, 1.176], [-4.164, -3.180, -0.658], [-5.025, -3.803, 0.242], [-6.386, -3.856, 0.001], [-6.904, -3.297, -1.169], [-6.063, -2.666, -2.068], [-4.698, -2.593, -1.796], [-4.185, -1.471, -3.468], [-1.972, -1.065, -2.976], [-1.016, -2.924, 2.448], [0.631, -3.289, 4.197], [3.023, -3.558, 4.864], [4.717, -4.073, 3.092], [3.920, -4.347, 0.744], [-4.597, -4.246, 1.136], [-7.049, -4.326, 0.720], [-7.969, -3.350, -1.375], [-6.459, -2.224, -2.982], [2.057, 1.668, -3.465], [0.339, 1.026, -3.126], [0.476, -0.832, -3.411], [-0.769, 1.598, -4.528], [-0.273, 1.621, -1.470], [-1.789, 1.567, -1.300], [-2.731, 2.283, -2.075], [-4.088, 2.155, -1.823], [-4.534, 1.318, -0.800], [-3.573, 0.676, -0.044], [-2.254, 0.803, -0.283], [0.343, 3.318, -1.107], [0.183, 4.508, -2.544], [-0.656, 4.145, 0.242], [2.111, 3.256, -0.524], [2.371, 1.351, -4.474], [2.754, 1.216, -2.734], [2.160, 2.765, -3.402], [1.517, -1.045, -3.693], [-0.171, -1.168, -4.239], [0.261, -1.445, -2.524], [-0.330, 1.261, -5.482], [-0.873, 2.696, -4.572], [-1.783, 1.170, -4.456], [-2.375, 2.949, -2.860], [-4.806, 2.718, -2.416], [-5.590, 1.181, -0.589], [-3.852, 0.026, 0.787], [-0.874, 4.779, -2.699], [0.569, 4.100, -3.491], [0.736, 5.436, -2.326], [-1.742, 3.963, 0.119], [-0.490, 5.233, 0.197], [-0.360, 3.799, 1.246], [2.815, 3.043, -1.345], [2.230, 2.459, 0.233], [2.402, 4.215, -0.064]],
  "forces_ev_per_angstrom": [[0.085, -0.585, -0.382], [-0.197, 0.036, -0.028], [0.089, -0.136, -0.398], [0.112, 0.013, 0.089], [-0.155, -0.015, 0.037], [-0.382, 0.038, 0.039], [0.685, 0.124, 0.321], [-0.074, 0.077, 0.008], [-0.059, -0.009, -0.025], [-0.143, 0.185, 0.338], [-0.166, -0.032, -0.442], [0.123, -0.030, 0.253], [0.212, -0.145, -0.168], [-0.159, 0.097, 0.107], [-0.034, -0.081, -0.079], [0.095, 0.046, 0.230], [-0.277, 0.044, -0.184], [0.210, -0.245, 0.115], [0.258, 0.285, 0.438], [-0.200, -0.031, -0.434], [-0.214, 0.124, 0.328], [-0.088, 0.021, 0.097], [0.115, 0.013, 0.122], [0.110, -0.033, 0.043], [-0.034, 0.027, 0.038], [0.012, -0.002, -0.043], [0.021, -0.058, -0.157], [0.036, -0.057, -0.115], [0.148, -0.067, -0.046], [0.049, -0.004, 0.034], [-0.062, 0.014, -0.091], [0.051, -0.199, 0.368], [0.231, -0.191, 0.450], [-0.504, -0.446, -0.026], [0.184, 0.586, -0.657], [0.129, -0.230, 0.463], [-0.280, -0.194, -1.274], [0.692, 0.330, 0.957], [-0.051, 0.082, -0.438], [0.073, 0.064, 0.332], [-0.186, 0.044, 0.197], [0.133, -0.015, -0.061], [-0.509, 0.073, -0.185], [0.296, 0.076, 0.251], [0.157, 0.190, 0.121], [-0.073, -0.120, 0.189], [-0.011, 0.004, -0.015], [0.006, 0.024, -0.011], [-0.130, 0.044, -0.110], [-0.062, 0.076, -0.223], [-0.110, 0.191, -0.273], [-0.089, -0.145, 0.201], [0.030, -0.075, 0.065], [0.148, -0.007, -0.126], [-0.048, 0.015, -0.145], [-0.218, 0.011, -0.080], [-0.141, 0.019, 0.088], [-0.056, 0.076, -0.140], [0.097, 0.022, -0.122], [0.146, 0.018, 0.025], [0.077, -0.058, 0.174], [0.635, 0.299, 0.084], [0.293, -0.253, -0.201], [-0.177, -0.457, 0.066], [-0.346, 0.386, -0.392], [-1.316, -0.523, 0.413], [0.025, -0.126, 0.227], [0.144, 0.016, -0.054], [0.141, 0.050, -0.058], [0.027, -0.004, -0.005], [0.480, 0.078, -0.235], [-0.331, 0.187, -0.115], [0.183, 0.267, 0.244], [0.005, 0.280, -0.522], [-0.398, 0.125, 0.469], [0.586, -0.073, 0.107], [-0.098, 0.087, 0.281], [-0.282, 0.221, -0.407], [0.020, -0.512, -0.134], [-0.297, 0.000, 0.082], [0.181, 0.098, 0.209], [0.084, 0.092, -0.328], [-0.133, 0.088, 0.263], [0.010, -0.405, -0.054], [0.268, 0.102, -0.063], [-0.131, -0.214, 0.198], [0.123, -0.084, 0.051], [0.148, 0.044, -0.019], [0.098, 0.095, -0.137], [0.285, -0.024, 0.021], [-0.150, 0.240, 0.288], [-0.171, -0.215, -0.062], [0.429, 0.140, 0.089], [-0.062, -0.278, 0.028], [-0.096, 0.225, -0.417], [-0.219, 0.089, 0.407], [0.002, 0.351, -0.251], [-0.061, -0.269, -0.113]]
}

=====

{
  "formula": "C6H10O",
  "method": "ωB97M-V/def2-TZVPD",
  "max_force_ha_per_bohr": 0.0057,
  "gap_ev": 9.9,
  "smiles": "CC1=CCO[C@@H]1C",
  "e_tot_ev": -8430.946,
  "e_above_lowest_kj_mol": 28.4,
  "species": ["C", "C", "O", "C", "C", "C", "C", "H", "H", "H", "H", "H", "H", "H", "H", "H", "H"],
  "xyz": [[0.426, 0.556, -1.833], [0.394, 0.794, -0.324], [-0.711, 1.633, 0.004], [-1.625, 0.948, 0.848], [-0.983, -0.375, 1.125], [0.183, -0.461, 0.496], [1.180, -1.571, 0.591], [1.305, -0.029, -2.127], [-0.477, 0.022, -2.151], [0.460, 1.515, -2.359], [1.323, 1.307, -0.027], [-1.778, 1.527, 1.770], [-1.428, -1.132, 1.763], [-2.601, 0.842, 0.351], [1.311, -2.100, -0.361], [2.161, -1.181, 0.888], [0.861, -2.296, 1.346]],
  "forces_ev_per_angstrom": [[0.011, -0.032, -0.041], [0.183, -0.139, -0.081], [-0.016, 0.071, -0.041], [-0.218, -0.090, 0.170], [0.123, 0.001, -0.063], [-0.152, 0.039, 0.108], [0.032, -0.045, -0.014], [-0.113, 0.067, 0.071], [0.122, 0.054, 0.067], [0.015, -0.136, 0.102], [-0.134, -0.064, 0.007], [-0.009, -0.044, -0.146], [0.114, 0.118, -0.042], [0.100, 0.075, 0.025], [-0.019, 0.114, 0.095], [-0.116, -0.060, -0.067], [0.077, 0.070, -0.152]]
}

=====

{
  "formula": "C5H10NOS",
  "method": "ωB97M-V/def2-TZVPD",
  "max_force_ha_per_bohr": 0.0788,
  "gap_ev": 8.9,
  "total_charge": 1,
  "e_tot_ev": -19708.849,
  "e_above_lowest_kj_mol": 392.7,
  "species": ["C", "C", "C", "C", "C", "N", "O", "S", "H", "H", "H", "H", "H", "H", "H", "H", "H", "H"],
  "xyz": [[0.070, 0.896, 1.684], [-0.796, 0.741, 0.498], [-1.367, -0.368, -1.664], [0.248, -1.534, -0.197], [-0.583, -0.508, -0.406], [1.735, 1.633, 1.253], [2.485, -0.229, -0.458], [2.715, 1.111, 0.325], [-0.064, 1.575, 2.419], [-0.657, 1.651, 0.006], [-1.859, 0.537, 0.798], [0.273, -0.037, 2.247], [-0.900, 0.571, -2.177], [-2.511, -0.314, -1.386], [-1.168, -1.149, -2.336], [0.194, -2.214, -0.973], [1.604, -0.660, -0.399], [0.580, -1.703, 0.765]],
  "forces_ev_per_angstrom": [[2.801, -2.518, -0.622], [-0.169, -2.542, 0.639], [-0.612, 2.515, 0.498], [-2.522, 1.659, -0.177], [0.275, 1.568, 0.076], [-3.667, -1.281, 1.161], [1.925, 1.814, 0.345], [1.490, -0.969, -1.366], [-1.149, 2.642, 1.693], [-0.693, 1.317, -1.574], [0.727, 0.976, 0.252], [0.570, 0.287, -0.661], [-1.622, -1.218, 0.709], [2.262, 0.277, -0.954], [-0.067, -1.310, -0.812], [0.463, -1.972, -0.945], [-1.234, -0.474, 0.006], [1.222, -0.771, 1.733]]
}